Entry 1:
{
  "formula": "C46H77ClN6O27",
  "method": "the ωB97M-V functional and the def2-TZVPD basis",
  "symbols": ["C", "N", "C", "C", "C", "C", "O", "H", "H", "H", "H", "H", "H", "H", "H", "H", "H", "H", "H", "H", "H", "Cl", "O", "O", "O", "O", "C", "N", "O", "O", "H", "H", "H", "C", "C", "C", "O", "C", "N", "H", "H", "H", "H", "H", "H", "H", "H", "H", "H", "H", "C", "C", "C", "O", "C", "N", "H", "H", "H", "H", "H", "H", "H", "H", "H", "H", "H", "C", "C", "C", "O", "C", "N", "H", "H", "H", "H", "H", "H", "H", "H", "H", "H", "H", "C", "C", "C", "O", "C", "N", "H", "H", "H", "H", "H", "H", "H", "H", "H", "H", "H", "C", "C", "C", "O", "C", "C", "C", "O", "O", "O", "H", "H", "H", "H", "C", "C", "C", "O", "C", "C", "C", "O", "O", "O", "H", "H", "H", "H", "C", "C", "C", "O", "C", "C", "C", "O", "O", "O", "H", "H", "H", "H", "C", "C", "C", "O", "C", "C", "C", "O", "O", "O", "H", "H", "H", "H"],
  "coordinates": [[0.300, 1.388, 0.413], [0.309, 0.144, 1.360], [1.175, 0.506, 2.583], [-1.102, 0.003, 1.926], [0.547, -1.137, 0.510], [1.826, -1.245, -0.299], [2.985, -0.800, 0.419], [-0.489, 1.275, -0.331], [1.235, 1.478, -0.141], [0.189, 2.315, 0.976], [2.024, 1.111, 2.262], [1.313, -0.497, 2.985], [0.521, 1.097, 3.225], [-1.776, -0.170, 1.087], [-1.375, 0.890, 2.497], [-0.999, -0.814, 2.641], [-0.361, -1.438, -0.012], [0.674, -1.859, 1.316], [1.665, -0.742, -1.252], [1.947, -2.250, -0.704], [3.224, -1.451, 1.082], [0.648, -3.779, 6.966], [0.183, -4.703, 7.927], [0.265, -2.424, 7.246], [2.051, -3.731, 7.017], [0.209, -4.179, 5.677], [-5.673, -1.686, 7.284], [-5.782, -0.810, 6.078], [-6.606, -1.314, 5.284], [-5.231, 0.270, 6.035], [-4.804, -2.307, 7.066], [-6.582, -2.275, 7.399], [-5.621, -1.044, 8.164], [6.856, -5.906, 3.742], [6.296, -5.611, 2.291], [6.130, -6.954, 1.472], [7.398, -7.370, 1.024], [7.318, -8.574, 0.324], [5.197, -4.703, 2.604], [7.077, -5.041, 4.368], [7.744, -6.527, 3.622], [6.102, -6.462, 4.299], [6.964, -5.052, 1.636], [5.315, -6.811, 0.762], [5.716, -7.786, 2.041], [8.266, -9.097, 0.192], [6.857, -8.449, -0.656], [6.699, -9.212, 0.956], [4.411, -5.188, 3.011], [5.647, -4.258, 3.391], [-3.997, 6.974, -5.963], [-4.228, 6.152, -4.688], [-5.645, 6.118, -4.064], [-6.358, 7.418, -4.102], [-7.675, 7.324, -3.508], [-3.931, 4.771, -4.909], [-4.600, 6.509, -6.744], [-2.959, 6.901, -6.288], [-4.293, 8.018, -5.867], [-3.666, 6.614, -3.877], [-5.701, 5.810, -3.020], [-6.308, 5.461, -4.627], [-8.226, 7.992, -4.170], [-7.743, 7.639, -2.467], [-8.295, 6.450, -3.709], [-4.278, 4.235, -4.127], [-2.936, 4.613, -4.987], [2.348, -9.125, -5.883], [3.638, -8.467, -6.302], [3.707, -8.192, -7.854], [3.872, -9.567, -8.370], [4.230, -9.538, -9.752], [3.666, -7.232, -5.532], [2.221, -10.138, -6.266], [1.529, -8.517, -6.267], [2.264, -9.200, -4.799], [4.497, -9.037, -5.949], [4.476, -7.561, -8.299], [2.772, -7.851, -8.298], [3.556, -8.987, -10.409], [4.381, -10.569, -10.072], [5.228, -9.114, -9.868], [4.568, -6.814, -5.710], [3.699, -7.491, -4.556], [-8.294, 0.009, -1.044], [-6.785, -0.534, -0.969], [-6.762, -2.106, -0.824], [-5.436, -2.607, -0.533], [-5.377, -3.957, -0.056], [-6.016, -0.022, -2.108], [-8.905, -0.734, -0.531], [-8.701, 0.023, -2.055], [-8.488, 0.988, -0.605], [-6.157, -0.243, -0.127], [-7.174, -2.615, -1.695], [-7.429, -2.274, 0.022], [-6.034, -4.129, 0.797], [-4.395, -4.269, 0.300], [-5.661, -4.712, -0.789], [-6.541, 0.396, -2.863], [-5.379, -0.739, -2.425], [-6.938, 6.170, 2.792], [-7.807, 7.212, 2.944], [-7.427, 8.583, 3.004], [-8.099, 9.586, 3.352], [-5.992, 8.794, 2.926], [-5.119, 7.727, 2.714], [-5.527, 6.305, 2.521], [-4.695, 5.376, 2.331], [-3.786, 7.959, 2.497], [-9.125, 7.001, 3.090], [-7.360, 5.176, 2.789], [-5.635, 9.786, 3.158], [-3.370, 7.140, 2.219], [-9.643, 7.809, 3.101], [6.495, 8.215, 2.322], [5.445, 7.570, 2.876], [4.703, 6.465, 2.161], [3.724, 5.789, 2.498], [5.351, 6.008, 0.913], [6.443, 6.618, 0.372], [7.103, 7.817, 1.019], [8.069, 8.405, 0.563], [7.241, 6.070, -0.651], [4.913, 7.909, 4.058], [7.058, 8.891, 2.947], [5.051, 5.111, 0.392], [7.892, 6.710, -0.949], [4.114, 7.421, 4.267], [-1.896, -1.614, -7.885], [-3.200, -1.421, -7.662], [-3.926, -2.149, -6.606], [-5.118, -2.095, -6.537], [-3.059, -2.884, -5.757], [-1.739, -3.073, -5.981], [-0.972, -2.378, -7.040], [0.209, -2.499, -7.124], [-1.125, -4.044, -5.246], [-3.874, -0.788, -8.628], [-1.451, -1.084, -8.715], [-3.628, -3.457, -5.040], [-0.187, -4.061, -5.449], [-4.665, -0.426, -8.222], [6.811, 2.510, 9.334], [6.275, 1.641, 8.390], [6.389, 1.734, 6.924], [5.892, 1.007, 6.080], [7.128, 2.953, 6.563], [7.723, 3.834, 7.420], [7.661, 3.658, 8.911], [8.262, 4.354, 9.703], [8.555, 4.777, 6.947], [5.546, 0.627, 8.805], [6.561, 2.290, 10.362], [7.315, 2.962, 5.499], [9.090, 4.938, 7.728], [5.183, 0.172, 8.042]],
  "gap_ev": 5.06,
  "lumo_energy_ev": -2.47,
  "fmax_ha_per_bohr": 0.10720
}


Entry 2:
{
  "formula": "C9H19N2",
  "method": "the ωB97M-V functional and the def2-TZVPD basis",
  "symbols": ["C", "C", "C", "C", "C", "C", "C", "C", "C", "N", "N", "H", "H", "H", "H", "H", "H", "H", "H", "H", "H", "H", "H", "H", "H", "H", "H", "H", "H", "H"],
  "coordinates": [[1.348, -1.477, -0.882], [1.197, -2.915, 0.698], [0.388, -0.938, 0.089], [1.623, 2.736, 0.618], [-3.400, -0.493, -0.351], [0.900, 0.325, 0.740], [-0.934, -0.794, -0.641], [1.012, 1.612, -0.125], [-2.074, -0.206, 0.239], [0.376, -2.018, 1.051], [2.559, -0.957, -1.173], [0.850, -1.976, -1.791], [1.385, -3.982, 1.213], [0.832, 3.027, 1.435], [1.813, 3.650, -0.015], [2.540, 2.326, 1.067], [-4.250, -0.265, 0.358], [-3.482, -1.503, -0.762], [-3.365, 0.131, -1.251], [0.350, 0.576, 1.652], [1.827, 0.013, 1.136], [-0.804, -0.035, -1.435], [-1.067, -1.781, -1.183], [1.536, 1.463, -1.117], [-0.001, 2.034, -0.305], [-1.966, -0.637, 1.207], [-1.981, 0.881, 0.180], [-0.224, -1.970, 1.800], [2.949, -1.097, -2.012], [2.782, -0.292, -0.479]],
  "charge": 1,
  "gap_ev": 9.66,
  "de_lowest_kj_mol": 434.43,
  "lumo_energy_ev": -3.46,
  "fmax_ha_per_bohr": 0.12231
}


Entry 3:
{
  "formula": "C5H10O",
  "method": "the ωB97M-V functional and the def2-TZVPD basis",
  "symbols": ["C", "C", "C", "C", "C", "O", "H", "H", "H", "H", "H", "H", "H", "H", "H", "H"],
  "coordinates": [[2.141, 0.040, 0.177], [0.660, 0.621, 0.206], [0.012, -0.302, -0.785], [-1.632, -0.306, -0.583], [-1.688, 0.130, 0.874], [-0.123, 0.485, 1.376], [2.826, 0.791, 0.557], [2.519, -0.228, -0.838], [2.210, -0.873, 0.778], [0.725, 1.685, -0.109], [0.410, -0.105, -1.787], [0.283, -1.312, -0.450], [-1.936, -1.348, -0.766], [-2.194, 0.340, -1.284], [-1.933, -0.656, 1.584], [-2.280, 1.038, 1.050]],
  "gap_ev": 10.74,
  "de_lowest_kj_mol": 166.44,
  "smiles": "C[C@H]1CCCO1",
  "lumo_energy_ev": 1.15,
  "fmax_ha_per_bohr": 0.04970
}


Entry 4:
{
  "formula": "C2H15Cd2O7",
  "method": "the ωB97M-V functional and the def2-TZVPD basis",
  "symbols": ["Cd", "Cd", "C", "C", "O", "H", "H", "H", "H", "H", "O", "H", "O", "H", "O", "H", "H", "O", "H", "H", "O", "H", "H", "O", "H", "H"],
  "coordinates": [[-1.202, -0.917, -1.440], [-0.704, 1.742, -3.061], [2.627, -2.598, -0.210], [1.919, -1.380, -0.829], [0.760, -1.661, -1.528], [2.730, -3.375, -0.967], [2.144, -3.092, 0.640], [3.580, -2.288, 0.224], [2.665, -1.043, -1.562], [1.761, -0.636, -0.039], [-1.288, -0.190, -3.351], [-1.534, -0.665, -4.145], [-0.872, 1.084, -1.063], [-0.396, 1.453, -0.317], [-3.125, 2.781, 0.379], [-3.091, 2.532, -0.545], [-2.559, 2.140, 0.811], [-1.267, 1.004, 2.543], [-1.818, 1.786, 2.672], [-0.388, 1.360, 2.298], [1.473, 1.545, 2.274], [1.725, 1.000, 1.513], [2.162, 2.217, 2.333], [-1.728, -0.954, 0.717], [-2.077, -1.642, 1.298], [-1.498, -0.202, 1.354]],
  "charge": 1,
  "gap_ev": 4.05,
  "de_lowest_kj_mol": 166.20,
  "lumo_energy_ev": -7.01,
  "fmax_ha_per_bohr": 0.06863
}


Entry 5:
{
  "formula": "C23H31BrN3O2Sc",
  "method": "the ωB97M-V functional and the def2-TZVPD basis",
  "symbols": ["Sc", "C", "C", "O", "N", "C", "C", "C", "C", "C", "C", "N", "H", "H", "H", "H", "H", "H", "H", "H", "H", "H", "C", "C", "C", "C", "C", "C", "C", "Br", "C", "O", "C", "C", "C", "C", "C", "C", "H", "H", "H", "H", "H", "H", "H", "H", "H", "H", "H", "H", "H", "H", "H", "H", "H", "H", "H", "H", "N", "C", "H"],
  "coordinates": [[-0.033, -0.218, 0.095], [1.291, 3.950, -0.294], [0.421, 2.833, -0.752], [0.406, 1.725, -0.155], [-0.370, 3.018, -1.796], [-1.298, 1.992, -2.272], [-2.443, 1.821, -1.295], [-3.669, 2.421, -1.530], [-4.649, 2.361, -0.550], [-4.358, 1.717, 0.642], [-3.123, 1.114, 0.782], [-2.178, 1.140, -0.168], [2.192, 3.550, 0.165], [0.763, 4.526, 0.470], [1.554, 4.620, -1.109], [-0.354, 3.910, -2.266], [-0.750, 1.052, -2.398], [-1.665, 2.299, -3.246], [-3.857, 2.933, -2.464], [-5.617, 2.817, -0.713], [-5.079, 1.673, 1.446], [-2.878, 0.584, 1.696], [6.677, -3.908, 1.285], [5.924, -4.345, 0.018], [5.870, -5.874, -0.009], [6.680, -3.864, -1.231], [4.536, -3.722, 0.026], [4.405, -2.334, 0.059], [3.144, -1.811, 0.061], [2.887, 0.104, 0.134], [1.947, -2.539, 0.027], [0.793, -1.816, 0.013], [2.070, -3.944, 0.009], [3.366, -4.465, 0.008], [0.944, -4.990, -0.009], [1.087, -5.889, 1.231], [-0.475, -4.431, 0.003], [1.085, -5.847, -1.278], [7.672, -4.353, 1.294], [6.146, -4.241, 2.179], [6.796, -2.825, 1.339], [6.886, -6.267, -0.011], [5.373, -6.243, -0.908], [5.365, -6.273, 0.873], [7.678, -4.304, -1.250], [6.793, -2.779, -1.249], [6.156, -4.171, -2.138], [5.268, -1.683, 0.084], [3.456, -5.541, -0.008], [0.992, -5.306, 2.149], [2.048, -6.401, 1.253], [0.305, -6.650, 1.222], [-0.657, -3.850, 0.906], [-1.178, -5.267, -0.008], [-0.662, -3.820, -0.879], [2.044, -6.362, -1.314], [0.997, -5.230, -2.175], [0.300, -6.604, -1.300], [-3.018, -2.189, 0.145], [-2.051, -1.574, 0.212], [-3.816, -2.798, 0.091]],
  "charge": 2,
  "gap_ev": 6.56,
  "de_lowest_kj_mol": 156.70,
  "lumo_energy_ev": -7.00,
  "fmax_ha_per_bohr": 0.02250
}